P | Molecular formula: C22H25N3O4
Method: DFT, ωB97M-V with the def2-TZVPD basis set

Last column: Mulliken charge in e.
Element x y z (Å)
C  -8.27  -1.56  1.78  -1.396
C  -7.82  -0.66  0.65  1.166
O  -8.62  0.05  0.06  -0.626
C  -6.39  -0.67  0.30  0.118
C  -5.95  0.18  -0.72  -1.511
C  -4.63  0.23  -1.10  -0.116
C  -3.67  -0.58  -0.47  1.592
N  -2.34  -0.60  -0.86  0.026
C  -1.88  0.14  -2.01  -1.335
C  -1.41  1.55  -1.61  -0.513
N  -0.32  1.41  -0.65  0.006
C  0.29  2.67  -0.28  -0.943
C  1.68  2.46  0.33  0.626
O  2.15  3.23  1.14  -0.671
N  2.28  1.36  -0.18  -0.059
C  3.54  0.83  0.09  0.660
C  4.45  1.44  0.95  -0.497
C  5.67  0.85  1.19  -0.881
C  6.02  -0.35  0.59  0.488
C  5.12  -0.95  -0.30  0.330
C  3.88  -0.37  -0.53  -0.733
O  5.42  -2.12  -0.97  -0.458
C  6.79  -2.44  -0.93  -0.452
C  7.33  -2.26  0.49  -0.467
O  7.24  -0.91  0.88  -0.463
C  -0.79  0.68  0.53  -0.576
C  -1.28  -0.71  0.11  -1.009
C  -4.12  -1.43  0.55  -0.674
C  -5.44  -1.48  0.93  -0.846
H  -7.74  -1.30  2.70  0.379
H  -9.34  -1.44  1.93  0.344
H  -8.06  -2.60  1.53  0.367
H  -6.68  0.81  -1.21  0.427
H  -4.35  0.91  -1.88  0.238
H  -2.66  0.19  -2.77  0.567
H  -1.03  -0.40  -2.42  0.383
H  -1.03  2.07  -2.49  0.493
H  -2.25  2.12  -1.19  0.344
H  0.42  3.27  -1.19  0.416
H  -0.32  3.26  0.43  0.375
H  1.70  0.83  -0.83  0.066
H  4.19  2.37  1.42  0.538
H  6.38  1.31  1.86  0.427
H  3.21  -0.86  -1.21  0.435
H  6.87  -3.48  -1.26  0.339
H  7.35  -1.79  -1.61  0.290
H  8.39  -2.53  0.55  0.339
H  6.76  -2.90  1.18  0.290
H  0.04  0.59  1.23  0.476
H  -1.62  1.22  1.02  0.282
H  -1.61  -1.25  1.00  0.326
H  -0.45  -1.27  -0.35  0.356
H  -3.42  -2.10  1.04  0.391
H  -5.73  -2.16  1.71  0.324

## Properties
**Spin multiplicity**: 1
**Net charge**: 0
**SMILES string**: CC(=O)c1ccc(N2CCN(CC(=O)Nc3ccc4c(c3)OCCO4)CC2)cc1
**HOMO-LUMO gap**: 8.457 eV


Q | Molecular formula: C22H25N3O4
Method: DFT, ωB97M-V with the def2-TZVPD basis set

Last column: Mulliken charge in e.
Element x y z (Å)
C  3.98  -1.58  2.49  -1.177
C  2.56  -1.64  3.04  -0.492
O  2.02  -0.37  3.31  -0.471
C  1.59  0.42  2.28  1.261
C  1.52  -0.01  0.96  0.014
C  1.03  0.81  -0.05  -0.566
C  1.00  0.32  -1.41  -0.083
N  1.51  -0.82  -1.80  -0.552
O  1.28  -0.87  -3.14  -0.233
C  0.65  0.26  -3.47  0.589
C  0.26  0.52  -4.88  -0.536
C  -1.15  1.10  -4.96  -0.820
C  -2.14  0.04  -4.48  0.605
O  -2.65  -0.77  -5.22  -0.680
N  -2.38  0.09  -3.15  0.034
C  -3.15  -0.94  -2.48  -1.319
C  -2.30  -1.75  -1.49  -0.673
C  -2.06  -1.10  -0.15  0.938
C  -2.40  0.21  0.15  -0.160
C  -2.18  0.73  1.42  -1.136
C  -1.62  -0.06  2.41  -0.344
C  -1.26  -1.36  2.12  -0.523
C  -1.48  -1.87  0.85  -0.563
N  0.44  1.03  -2.44  -0.425
C  0.59  2.10  0.25  -0.613
C  0.67  2.54  1.55  -0.805
C  1.15  1.73  2.58  0.378
O  1.13  2.33  3.80  -0.487
C  1.69  1.73  4.94  -0.735
H  4.63  -1.03  3.17  0.328
H  4.00  -1.07  1.52  0.326
H  4.37  -2.58  2.36  0.392
H  2.57  -2.13  4.02  0.448
H  1.91  -2.21  2.38  0.279
H  1.84  -1.00  0.68  0.786
H  0.33  -0.42  -5.44  0.332
H  0.98  1.23  -5.31  0.327
H  -1.22  2.00  -4.36  0.375
H  -1.38  1.33  -6.00  0.382
H  -1.87  0.74  -2.58  0.195
H  -4.01  -0.50  -1.98  0.386
H  -3.51  -1.60  -3.27  0.495
H  -2.80  -2.70  -1.31  0.561
H  -1.34  -1.98  -1.95  0.167
H  -2.85  0.85  -0.59  0.329
H  -2.46  1.75  1.63  0.392
H  -1.47  0.35  3.40  0.393
H  -0.82  -1.98  2.88  0.469
H  -1.20  -2.89  0.63  0.418
H  0.21  2.73  -0.53  0.512
H  0.34  3.53  1.82  0.470
H  1.16  0.81  5.22  0.228
H  2.75  1.50  4.81  0.263
H  1.57  2.46  5.74  0.324

## Properties
**Spin multiplicity**: 1
**Net charge**: 0
**SMILES string**: CCOc1cc(-c2noc(CCC(=O)NCCc3ccccc3)n2)ccc1OC
**HOMO-LUMO gap**: 8.681 eV


Which of them is most stable, and which least? Most stable: P; least stable: Q.


P | Molecular formula: C22H25N3O4
Method: DFT, ωB97M-V with the def2-TZVPD basis set

Last column: Mulliken charge in e.
Element x y z (Å)
C  8.20  2.20  1.03  -0.968
O  7.88  1.38  -0.06  -0.410
C  6.52  0.74  0.02  0.779
C  5.57  0.91  0.89  -0.022
C  4.23  0.41  1.08  -1.007
C  3.85  -0.52  0.20  0.276
N  2.55  -0.90  -0.07  0.439
C  2.22  -1.58  1.16  0.288
O  2.67  -1.69  2.30  -0.537
C  0.57  -1.92  0.73  -0.405
C  0.61  -1.92  -0.86  -0.306
N  -0.60  -1.38  -1.27  0.280
C  -0.82  -0.11  -1.14  -0.866
C  -1.77  0.42  -0.15  -0.269
N  -3.07  -0.47  -0.16  0.359
C  -4.30  -0.14  0.21  0.143
C  -5.08  -0.87  1.32  -0.220
C  -6.20  -0.48  1.73  -0.246
C  -6.80  0.68  1.52  -0.923
C  -6.05  1.65  0.25  -1.455
C  -4.74  1.14  -0.05  1.197
O  -4.10  1.71  -0.92  -0.440
C  -4.64  3.26  -1.39  -0.818
C  -2.66  -1.72  -0.27  -0.596
C  -1.70  -2.14  -1.65  -1.116
C  1.90  -1.30  -1.22  -0.220
O  2.19  -0.60  -2.15  -0.584
C  4.84  -0.69  -1.08  -1.071
C  6.05  -0.10  -1.05  -0.658
H  8.30  1.74  1.94  0.401
H  7.72  3.16  0.85  0.372
H  9.24  2.38  0.78  0.304
H  5.81  1.82  1.78  0.017
H  3.61  0.79  1.76  0.608
H  0.62  -3.12  1.24  0.240
H  -0.01  -1.20  1.16  0.162
H  0.63  -2.84  -1.10  0.836
H  0.03  0.56  -0.92  0.171
H  -1.33  0.27  -2.11  0.200
H  -2.31  1.43  0.12  0.317
H  -1.53  0.07  0.94  0.200
H  -4.58  -1.98  1.45  0.145
H  -6.74  -1.39  2.32  0.125
H  -7.66  0.98  1.76  0.591
H  -6.52  2.41  0.11  0.775
H  -5.72  2.90  -1.75  0.322
H  -3.93  3.48  -2.00  0.318
H  -4.80  3.92  -0.58  0.374
H  -3.72  -2.38  -0.40  0.457
H  -2.16  -2.34  0.79  0.170
H  -1.45  -3.19  -1.27  0.334
H  -2.26  -1.83  -2.39  0.623
H  4.53  -1.21  -1.72  1.026
H  6.87  -0.40  -1.73  0.286

## Properties
**Spin multiplicity**: 1
**Net charge**: 0
**SMILES string**: COc1ccc(N2C(=O)C[C@@H](N3CCN(c4ccccc4OC)CC3)C2=O)cc1
**HOMO-LUMO gap**: 7.310 eV


Q | Molecular formula: C22H25N3O4
Method: DFT, ωB97M-V with the def2-TZVPD basis set

Last column: Mulliken charge in e.
Element x y z (Å)
C  7.60  0.72  -1.81  -0.837
O  6.92  1.30  -0.73  -0.461
C  5.66  0.87  -0.44  0.880
C  5.05  1.47  0.66  -0.685
C  3.77  1.11  1.04  -0.324
C  3.09  0.14  0.32  0.081
N  1.78  -0.25  0.71  0.386
C  0.78  0.67  1.05  0.128
O  0.93  1.86  1.06  -0.644
C  -0.47  -0.10  1.36  0.527
C  -0.09  -1.59  1.25  -0.065
N  -0.84  -2.43  0.35  0.079
C  -2.15  -2.82  0.80  -1.203
C  -3.21  -1.71  0.67  -0.593
N  -2.88  -0.85  -0.46  0.816
C  -3.85  0.11  -0.79  0.041
C  -4.51  0.12  -2.02  -0.504
C  -5.42  1.11  -2.35  -0.877
C  -5.70  2.11  -1.44  -0.733
C  -5.07  2.12  -0.21  -0.525
C  -4.14  1.14  0.12  0.828
O  -3.46  1.11  1.31  -0.303
C  -3.62  2.19  2.21  -1.057
C  -2.24  -1.57  -1.53  -1.088
C  -0.85  -2.03  -1.05  -0.678
C  1.37  -1.57  0.80  -0.160
O  2.07  -2.52  0.56  -0.592
C  3.69  -0.46  -0.77  -0.542
C  4.97  -0.10  -1.15  -0.572
H  8.57  1.20  -1.84  0.238
H  7.07  0.90  -2.76  0.337
H  7.73  -0.36  -1.68  0.335
H  5.59  2.23  1.20  0.416
H  3.31  1.58  1.89  0.398
H  -0.84  0.17  2.35  0.275
H  -1.25  0.16  0.64  -0.415
H  -0.11  -2.08  2.23  0.418
H  -2.45  -3.68  0.19  0.411
H  -2.09  -3.16  1.83  0.453
H  -3.23  -1.09  1.57  0.341
H  -4.21  -2.17  0.55  0.475
H  -4.31  -0.67  -2.73  0.476
H  -5.91  1.09  -3.31  0.380
H  -6.41  2.88  -1.68  0.391
H  -5.29  2.92  0.49  0.403
H  -2.94  1.98  3.03  0.241
H  -4.64  2.24  2.59  0.384
H  -3.34  3.14  1.75  0.425
H  -2.11  -0.90  -2.38  0.566
H  -2.83  -2.44  -1.86  0.382
H  -0.52  -2.88  -1.65  0.330
H  -0.13  -1.22  -1.19  0.290
H  3.16  -1.22  -1.33  0.352
H  5.41  -0.59  -2.01  0.372

## Properties
**Spin multiplicity**: 1
**Net charge**: 0
**SMILES string**: COc1ccc(N2C(=O)C[C@@H](N3CCN(c4ccccc4OC)CC3)C2=O)cc1
**HOMO-LUMO gap**: 8.730 eV


Which of them is most stable, and which least? Most stable: Q; least stable: P.


P | Molecular formula: C32H33F3N6O3PtS2Si
Method: DFT, ωB97M-V with the def2-TZVPD basis set

Last column: Mulliken charge in e.
Element x y z (Å)
Pt  -0.21  -1.18  -1.04  1.294
N  -6.56  4.08  1.01  -0.635
C  -5.93  2.82  1.15  1.184
C  -5.18  2.28  0.11  -0.882
C  -4.61  1.02  0.24  0.167
C  -4.78  0.30  1.41  -0.521
C  -5.54  0.82  2.44  -0.435
C  -6.11  2.08  2.32  -0.655
S  -4.02  -1.31  1.57  1.390
O  -4.13  -1.72  2.95  -0.826
O  -4.73  -2.15  0.63  -0.676
N  -2.50  -1.17  1.04  -0.363
C  -1.70  -0.21  1.52  0.264
N  -0.46  -0.02  0.91  -0.125
C  0.36  0.83  1.49  -0.236
C  0.06  1.56  2.63  -1.288
C  -1.23  1.41  3.10  -0.320
N  -2.10  0.57  2.58  -0.336
H  -6.10  4.68  0.34  0.232
H  -6.73  4.55  1.88  0.218
H  -5.03  2.85  -0.80  0.299
H  -4.02  0.61  -0.57  0.092
H  -5.65  0.23  3.35  0.440
H  -6.70  2.49  3.13  0.245
H  1.32  0.96  1.03  0.610
H  0.78  2.21  3.10  0.443
H  -1.60  2.00  3.94  0.363
C  -6.03  -2.16  -3.70  -1.271
C  -4.70  -2.14  -2.99  1.066
C  -4.25  -3.24  -2.28  -1.064
C  -3.04  -3.11  -1.62  -0.290
N  -2.31  -2.01  -1.73  -0.140
C  -2.81  -0.97  -2.44  0.558
S  -1.79  0.41  -2.47  -0.564
N  -4.00  -1.01  -3.07  -0.663
H  -6.37  -3.18  -3.87  0.350
H  -5.95  -1.63  -4.65  0.350
H  -6.77  -1.64  -3.09  0.239
H  -4.85  -4.14  -2.19  0.263
H  -2.63  -3.90  -1.00  0.483
C  6.10  -0.47  -0.72  -1.732
C  4.75  -1.10  -1.09  2.375
C  4.51  -0.89  -2.60  -1.595
C  4.80  -2.60  -0.79  -1.773
Si  3.23  -0.39  -0.16  -0.285
O  1.95  -1.28  -0.39  -1.591
C  3.08  1.44  -0.74  1.002
C  1.95  1.80  -1.48  0.140
C  1.71  3.11  -1.87  -0.749
C  2.61  4.11  -1.55  -0.466
C  3.77  3.78  -0.84  -0.784
C  3.99  2.46  -0.44  -0.219
C  3.64  -0.36  1.71  0.990
C  4.69  0.34  2.32  -0.207
C  4.92  0.27  3.69  -0.784
C  4.09  -0.50  4.49  -0.487
C  3.03  -1.20  3.91  -0.551
C  2.82  -1.13  2.54  -0.365
H  6.90  -0.90  -1.34  0.481
H  6.35  -0.67  0.33  0.323
H  6.10  0.61  -0.88  0.275
H  5.31  -1.36  -3.18  0.509
H  4.49  0.18  -2.84  0.333
H  3.55  -1.32  -2.89  0.158
H  5.62  -3.09  -1.33  0.466
H  3.85  -3.07  -1.07  0.250
H  4.94  -2.77  0.28  0.332
H  1.22  1.03  -1.73  0.138
H  0.80  3.34  -2.42  0.451
H  2.43  5.13  -1.84  0.333
H  4.49  4.54  -0.59  0.374
H  4.89  2.25  0.12  -0.004
H  5.35  0.96  1.73  0.099
H  5.73  0.83  4.14  0.392
H  4.26  -0.56  5.56  0.349
H  2.37  -1.80  4.53  0.410
H  1.99  -1.66  2.09  0.304
F  -0.47  -2.95  -3.37  -0.277
C  0.43  -2.45  -2.47  0.666
F  0.96  -3.57  -1.90  -0.271
F  1.43  -1.96  -3.26  -0.272

## Properties
**Spin multiplicity**: 1
**Net charge**: -2
**HOMO-LUMO gap (spin up / spin down)**: 5.683 / 5.684 eV


Q | Molecular formula: C32H33F3N6O3PtS2Si
Method: DFT, ωB97M-V with the def2-TZVPD basis set

Last column: Mulliken charge in e.
Element x y z (Å)
Pt  -0.47  0.34  -0.64  0.531
N  7.27  1.72  -4.15  -0.661
C  6.55  1.49  -2.96  1.039
C  5.27  2.02  -2.79  -0.671
C  4.58  1.81  -1.61  -0.161
C  5.15  1.06  -0.59  -0.677
C  6.41  0.52  -0.75  -0.335
C  7.12  0.74  -1.93  -0.676
S  4.23  0.80  0.92  1.414
O  4.95  -0.21  1.67  -0.811
O  4.11  2.10  1.55  -0.779
N  2.77  0.39  0.45  -0.332
C  2.56  -0.66  -0.35  0.041
N  1.26  -0.88  -0.73  0.092
C  0.97  -2.01  -1.37  -0.288
C  1.93  -2.94  -1.72  -0.791
C  3.24  -2.59  -1.40  -0.502
N  3.55  -1.49  -0.74  -0.353
H  6.65  1.89  -4.94  0.247
H  7.91  0.98  -4.37  0.223
H  4.81  2.59  -3.58  0.361
H  3.58  2.21  -1.51  0.435
H  6.82  -0.08  0.05  0.461
H  8.11  0.32  -2.05  0.262
H  -0.06  -2.14  -1.65  0.373
H  1.67  -3.86  -2.23  0.447
H  4.07  -3.22  -1.69  0.360
C  2.73  5.59  -1.62  -1.341
C  1.94  4.36  -1.28  1.031
C  1.65  4.03  0.04  -0.983
C  0.99  2.83  0.24  0.180
N  0.62  2.06  -0.76  -0.432
C  0.93  2.44  -2.06  0.350
S  0.48  1.35  -3.27  -0.463
N  1.59  3.59  -2.31  -0.644
H  2.71  6.32  -0.81  0.353
H  2.33  6.04  -2.53  0.372
H  3.77  5.32  -1.81  0.218
H  1.97  4.64  0.87  0.280
H  0.76  2.46  1.23  0.428
C  -4.91  -3.81  0.41  -1.856
C  -4.22  -2.44  0.39  2.352
C  -5.09  -1.46  -0.38  -1.751
C  -4.06  -1.94  1.83  -1.768
Si  -2.47  -2.49  -0.38  -0.019
O  -1.68  -1.15  -0.08  -0.563
C  -2.63  -2.83  -2.23  1.014
C  -2.31  -1.79  -3.11  0.267
C  -2.39  -1.96  -4.49  -0.876
C  -2.79  -3.18  -5.02  -0.539
C  -3.11  -4.23  -4.16  -0.715
C  -3.03  -4.05  -2.79  -0.305
C  -1.52  -3.91  0.47  0.849
C  -1.81  -5.27  0.40  -0.269
C  -1.03  -6.21  1.07  -0.773
C  0.06  -5.81  1.82  -0.491
C  0.37  -4.46  1.91  -0.569
C  -0.41  -3.52  1.24  -0.273
H  -5.92  -3.70  0.82  0.501
H  -4.37  -4.54  1.02  0.322
H  -5.01  -4.23  -0.60  0.271
H  -6.08  -1.37  0.11  0.544
H  -5.26  -1.79  -1.41  0.312
H  -4.65  -0.46  -0.42  0.234
H  -5.05  -1.87  2.31  0.481
H  -3.59  -0.95  1.85  0.254
H  -3.45  -2.61  2.43  0.327
H  -2.00  -0.83  -2.72  0.024
H  -2.13  -1.14  -5.15  0.442
H  -2.84  -3.32  -6.09  0.334
H  -3.42  -5.18  -4.57  0.384
H  -3.27  -4.88  -2.14  0.024
H  -2.65  -5.62  -0.18  0.142
H  -1.28  -7.27  0.99  0.384
H  0.67  -6.54  2.34  0.356
H  1.22  -4.13  2.48  0.439
H  -0.17  -2.47  1.29  0.258
F  -2.00  2.76  -1.10  -0.288
C  -2.12  1.46  -0.69  0.463
F  -2.80  1.58  0.51  -0.284
F  -3.09  0.96  -1.54  -0.237

## Properties
**Spin multiplicity**: 1
**Net charge**: -2
**HOMO-LUMO gap**: 5.693 eV


Which of them is most stable, and which least? Most stable: Q; least stable: P.


P | Molecular formula: C3H5N3S
Method: DFT, ωB97M-V with the def2-TZVPD basis set

Last column: Mulliken charge in e.
Element x y z (Å)
H  -3.02  -0.02  -1.34  0.262
N  -2.52  -0.01  -0.44  -0.616
N  -1.28  -0.09  -0.66  -0.023
C  -0.35  -0.09  0.51  0.260
C  0.53  1.10  0.19  -0.690
S  2.16  0.48  -0.36  -0.152
C  1.55  -1.17  -0.09  -0.103
N  0.45  -1.32  0.37  -0.470
H  -0.74  -0.03  1.51  0.416
H  0.13  1.56  -0.77  0.397
H  0.82  1.57  1.17  0.344
H  2.26  -1.98  -0.09  0.374

## Properties
**Spin multiplicity**: 1
**Net charge**: 0
**SMILES string**: [H]/N=N/[C@@H]1CSC=N1
**HOMO-LUMO gap**: 9.504 eV


Q | Molecular formula: C3H5N3S
Method: DFT, ωB97M-V with the def2-TZVPD basis set

Last column: Mulliken charge in e.
Element x y z (Å)
C  0.41  -1.09  0.30  -0.198
C  -1.17  1.48  -0.07  0.289
C  1.67  -1.75  -0.08  -0.693
N  -1.85  0.53  0.14  0.624
N  -2.23  -0.59  0.03  -0.946
N  -0.86  2.77  0.08  -0.433
S  -1.06  -1.81  0.11  0.110
H  1.63  -1.56  -1.20  0.223
H  2.63  -1.13  0.30  0.231
H  1.72  -2.94  0.00  0.274
H  -0.62  2.93  1.03  0.247
H  -0.27  3.16  -0.65  0.271

## Properties
**Spin multiplicity**: 1
**Net charge**: 0
**HOMO-LUMO gap**: 8.436 eV


Which of them is most stable, and which least? Most stable: P; least stable: Q.